Record 1
78
Properties=species:S:1:pos:R:3:forces:R:3:lowdin_charge:R:1 method="wB97M-V/def2-TZVPD" charge=0 homo_lumo_gap_ha=0.4215 smiles="CCOC(=O)C(F)(F)F.CCOC(=O)C(F)(F)F.CCOC(=O)C(F)(F)F.CC#N.CC#N.CC#N.CC#N.CC#N.CC#N"
C -5.606 2.498 30.965 -0.234 0.602 0.164 -0.05
C -6.010 1.210 30.297 0.717 -0.021 0.335 -0.20
O -7.288 1.426 29.691 -0.600 0.292 0.354 0.05
C -7.805 0.439 28.996 1.040 0.208 -0.310 -0.40
O -7.208 -0.563 28.706 -0.498 -0.357 0.166 0.13
C -9.227 0.762 28.497 0.164 -0.350 -0.257 -0.59
F -9.526 2.035 28.574 0.002 0.872 0.098 0.20
F -9.339 0.369 27.239 -0.036 -0.127 -0.470 0.18
F -10.124 0.090 29.208 -0.333 -0.504 0.611 0.18
H -6.302 2.826 31.739 -0.089 -0.390 0.064 0.08
H -5.614 3.329 30.255 0.266 -0.163 -0.173 0.08
H -4.625 2.415 31.430 0.053 -0.083 -0.133 0.09
H -6.049 0.381 31.004 -0.285 0.115 0.045 0.09
H -5.264 0.900 29.564 -0.244 0.153 -0.322 0.10
C -2.861 -4.360 31.703 -0.502 0.732 0.299 -0.06
C -1.359 -4.425 31.489 -1.010 -1.049 0.623 -0.20
O -1.019 -3.969 30.188 -0.511 0.371 -0.781 0.03
C 0.233 -3.590 29.976 -1.296 0.168 0.078 -0.40
O 1.078 -3.623 30.802 1.446 0.072 0.395 0.17
C 0.415 -2.990 28.552 0.512 -0.366 0.686 -0.53
F -0.694 -3.091 27.823 0.310 0.155 -0.153 0.17
F 0.763 -1.704 28.688 -0.250 -0.220 -0.290 0.17
F 1.419 -3.636 27.939 -0.354 0.206 -0.075 0.17
H -3.159 -4.793 32.662 0.453 -0.345 -0.026 0.08
H -3.435 -4.878 30.936 0.128 0.116 -0.167 0.08
H -3.214 -3.331 31.826 0.059 0.011 -0.466 0.05
H -1.121 -5.489 31.545 0.620 0.113 0.113 0.14
H -0.868 -3.862 32.275 0.380 -0.009 -0.199 0.09
C -3.189 -1.355 29.272 0.382 -1.499 -0.336 -0.04
C -4.215 -2.145 28.481 -1.365 1.236 1.007 -0.19
O -3.741 -3.470 28.273 1.131 -0.297 -0.040 0.05
C -4.340 -4.145 27.328 -0.994 0.176 0.381 -0.40
O -5.293 -3.764 26.716 -0.315 0.006 -0.742 0.15
C -3.871 -5.592 27.202 0.618 0.014 0.107 -0.56
F -4.691 -6.377 27.908 -0.222 -0.145 0.219 0.17
F -3.904 -5.992 25.942 -0.045 -0.039 -0.345 0.19
F -2.636 -5.757 27.670 0.182 -0.103 0.072 0.18
H -3.471 -0.325 29.452 0.017 0.064 -0.102 0.06
H -2.230 -1.469 28.770 0.073 0.586 0.003 0.07
H -3.075 -1.888 30.216 0.070 0.409 0.179 0.05
H -4.589 -1.679 27.568 0.502 -0.175 -0.211 0.12
H -5.111 -2.225 29.110 -0.051 -0.116 -0.204 0.11
C -7.161 -0.954 25.662 -0.531 -0.578 -0.524 -0.09
C -6.088 -0.778 24.689 0.167 -0.151 0.569 -0.29
N -5.210 -0.576 23.977 0.020 -0.057 -0.120 0.14
H -7.178 -0.097 26.317 -0.243 0.131 -0.102 0.02
H -7.133 -1.871 26.252 0.798 0.051 -0.006 0.08
H -8.085 -1.124 25.102 -0.096 0.693 0.083 0.07
C -0.289 -1.834 34.054 -0.678 0.319 0.633 -0.07
C -0.673 -1.148 32.824 0.437 -0.231 0.192 -0.27
N -0.958 -0.634 31.840 -0.143 0.074 -0.208 0.16
H 0.134 -1.148 34.788 0.296 0.128 -0.317 0.08
H 0.387 -2.666 33.888 0.027 0.009 -0.164 0.08
H -1.206 -2.168 34.548 0.052 -0.314 -0.203 0.09
C -6.951 -2.210 31.596 0.029 0.019 0.749 -0.05
C -5.798 -1.704 32.353 -0.182 0.015 -0.443 -0.29
N -4.967 -1.252 33.003 0.174 -0.081 -0.030 0.15
H -7.430 -2.915 32.277 -0.253 -0.075 -0.275 0.09
H -6.720 -2.693 30.652 0.275 0.020 0.042 0.07
H -7.627 -1.379 31.407 -0.083 -0.052 -0.011 0.08
C -4.233 2.325 26.898 0.411 0.234 0.248 -0.05
C -5.652 2.381 26.598 -0.108 0.164 -0.347 -0.26
N -6.763 2.447 26.314 0.029 -0.117 0.245 0.17
H -4.004 1.410 27.441 0.094 -0.018 -0.084 0.07
H -3.933 3.181 27.504 -0.201 -0.071 0.154 0.09
H -3.622 2.392 25.999 -0.211 -0.276 -0.155 0.09
C -6.289 -10.009 28.287 0.542 0.256 -0.840 -0.07
C -5.644 -11.061 27.492 -0.494 -0.078 0.118 -0.29
N -5.173 -11.874 26.834 0.105 0.001 0.046 0.12
H -6.133 -10.178 29.346 -0.097 0.086 0.056 0.08
H -7.337 -9.896 28.022 -0.095 -0.350 0.176 0.08
H -5.817 -9.082 27.951 0.045 0.102 0.438 0.07
C -6.141 -3.775 23.437 0.590 0.006 0.237 -0.07
C -7.531 -3.447 23.660 -0.248 0.093 -0.131 -0.29
N -8.643 -3.189 23.773 -0.090 -0.002 0.121 0.14
H -6.062 -4.845 23.252 0.133 0.070 -0.251 0.09
H -5.528 -3.538 24.307 -0.250 -0.078 0.121 0.05
H -5.738 -3.157 22.635 -0.116 -0.264 -0.214 0.08

Record 2
19
Properties=species:S:1:pos:R:3:forces:R:3:lowdin_charge:R:1 method="wB97M-V/def2-TZVPD" charge=0 homo_lumo_gap_ha=0.3836 smiles="C[C@@H]1C=C[C@H](C)C1"
C 1.927 -1.478 -0.160 0.156 -0.057 0.056 -0.09
C 0.428 -1.275 -0.029 0.048 -0.015 0.029 -0.38
C 0.034 -0.134 0.939 0.019 0.008 0.023 -0.13
C -1.159 0.623 0.286 0.069 -0.032 -0.076 -0.34
C -1.155 2.126 0.594 0.007 0.018 -0.092 -0.09
C -0.952 0.244 -1.194 0.331 -0.055 0.035 -0.06
C -0.121 -0.776 -1.334 0.060 0.130 0.024 -0.10
H 2.378 -0.542 -0.514 0.046 -0.174 0.093 0.08
H 2.388 -1.755 0.792 0.031 -0.009 -0.082 0.08
H 2.138 -2.257 -0.901 0.082 0.070 0.159 0.08
H -0.051 -2.215 0.285 0.073 0.109 -0.135 0.14
H -0.177 -0.500 1.952 -0.100 0.096 -0.210 0.12
H 0.881 0.562 1.034 -0.112 -0.094 -0.115 0.11
H -2.094 0.214 0.705 0.110 -0.005 -0.435 0.13
H -0.245 2.596 0.205 -0.101 -0.045 0.004 0.08
H -1.192 2.326 1.674 0.012 -0.196 -0.226 0.08
H -2.020 2.626 0.144 0.135 -0.063 0.009 0.07
H -1.226 0.681 -2.148 -0.834 0.711 0.565 0.10
H 0.218 -1.067 -2.330 -0.033 -0.397 0.376 0.11

Record 3
103
Properties=species:S:1:pos:R:3:forces:R:3:lowdin_charge:R:1 method="wB97M-V/def2-TZVPD" charge=+2 multiplicity=3 homo_lumo_gap_ha="0.2396 / 0.2503"
Mo 0.946 0.597 0.384 0.937 0.345 0.435 1.71
C 2.773 1.227 2.962 0.329 0.166 -0.185 -0.02
N 1.488 0.635 2.543 -0.358 -0.256 0.274 -0.35
C 1.481 -0.792 2.874 0.064 -0.302 -0.026 -0.15
C 2.374 -1.484 1.820 0.059 0.040 0.178 -0.18
N 2.553 -0.574 0.680 -0.051 -0.116 -0.152 -0.17
C 3.684 -0.796 -0.098 0.516 0.034 -0.346 -0.20
C 4.386 0.302 -0.616 -0.282 -0.261 0.377 -0.15
F 3.980 1.513 -0.220 0.152 0.277 -0.137 0.09
C 5.468 0.178 -1.461 0.010 -0.072 -0.003 -0.13
F 6.091 1.252 -1.920 0.014 0.058 -0.009 0.15
C 5.914 -1.089 -1.814 -0.111 0.035 0.043 -0.13
F 6.936 -1.230 -2.640 0.072 -0.014 -0.026 0.16
C 5.270 -2.202 -1.299 -0.019 0.074 0.075 -0.14
F 5.662 -3.422 -1.643 0.079 -0.068 -0.037 0.14
C 4.186 -2.053 -0.450 -0.162 0.246 -0.069 -0.16
F 3.558 -3.167 -0.045 -0.055 -0.065 0.007 0.10
C 0.379 1.432 3.049 -0.242 0.352 -0.095 -0.17
C 0.482 2.773 2.326 0.055 0.006 0.159 -0.21
N 0.994 2.576 0.948 0.129 -0.346 0.066 -0.18
C 1.169 3.759 0.223 0.029 0.552 -0.383 -0.17
C 1.692 3.720 -1.078 -0.003 0.009 0.233 -0.16
F 2.007 2.530 -1.608 0.106 -0.211 -0.004 0.07
C 1.901 4.819 -1.884 -0.094 0.037 0.053 -0.14
F 2.380 4.643 -3.109 0.050 0.014 -0.074 0.15
C 1.580 6.085 -1.426 -0.081 -0.162 0.059 -0.14
F 1.730 7.146 -2.198 0.037 0.070 -0.002 0.16
C 1.061 6.188 -0.150 0.039 -0.040 0.032 -0.15
F 0.700 7.370 0.330 0.021 0.086 -0.051 0.15
C 0.866 5.070 0.646 0.066 -0.185 -0.001 -0.14
F 0.321 5.336 1.841 -0.052 -0.052 0.048 0.10
H 2.808 1.318 4.051 -0.106 -0.086 0.004 0.12
H 3.598 0.604 2.629 -0.046 -0.043 0.007 0.10
H 2.911 2.210 2.521 -0.036 -0.033 -0.046 0.09
H 1.862 -0.974 3.883 -0.032 0.073 0.010 0.14
H 0.455 -1.155 2.821 0.016 0.087 -0.028 0.10
H 3.348 -1.728 2.253 0.024 0.016 -0.073 0.13
H 1.917 -2.424 1.503 -0.033 0.024 0.049 0.10
H -0.562 0.928 2.800 0.067 -0.111 0.047 0.11
H 0.420 1.579 4.134 -0.006 -0.040 -0.015 0.14
H -0.500 3.238 2.304 -0.011 0.062 0.056 0.09
H 1.139 3.441 2.883 0.022 0.009 -0.068 0.13
N -0.885 1.772 -1.977 0.021 0.068 0.016 -0.12
P -1.375 1.614 -0.357 -0.914 0.437 -0.613 1.06
C -3.034 0.843 -0.534 0.167 -0.229 0.045 -0.33
C -3.484 0.397 -1.774 0.102 -0.053 0.068 -0.09
C -4.791 -0.047 -1.927 -0.026 -0.039 -0.086 -0.06
C -5.657 -0.062 -0.847 -0.008 0.006 -0.012 -0.06
C -5.202 0.336 0.404 0.036 -0.003 0.022 -0.06
C -3.900 0.783 0.558 0.035 -0.138 0.018 -0.12
C -1.940 3.340 -0.076 0.192 -0.032 0.229 -0.32
C -1.749 4.337 -1.031 -0.037 -0.047 0.048 -0.09
C -2.268 5.608 -0.829 -0.013 0.047 -0.082 -0.05
C -2.962 5.911 0.330 0.028 0.022 0.029 -0.04
C -3.129 4.935 1.301 -0.024 -0.058 0.029 -0.05
C -2.625 3.662 1.098 0.072 0.000 -0.055 -0.11
C 0.033 0.950 -2.580 0.087 -0.160 -0.059 -0.37
C 0.137 0.914 -3.972 0.020 0.009 -0.124 0.01
C 1.014 0.033 -4.560 -0.071 -0.012 0.238 -0.02
C 1.735 -0.834 -3.740 0.029 0.016 -0.062 -0.03
C 1.605 -0.712 -2.381 0.059 -0.234 -0.013 -0.10
N 0.810 0.198 -1.783 -0.093 0.207 -0.509 -0.03
H -1.520 2.240 -2.610 0.043 0.040 -0.037 0.11
H -2.816 0.374 -2.627 -0.058 0.048 -0.026 0.10
H -5.134 -0.371 -2.900 0.008 -0.006 -0.004 0.11
H -6.683 -0.376 -0.982 0.003 -0.042 0.028 0.12
H -5.863 0.311 1.261 -0.020 0.007 -0.021 0.12
H -3.564 1.075 1.541 0.015 0.009 0.066 0.09
H -1.170 4.154 -1.925 -0.013 0.011 -0.012 0.10
H -2.125 6.364 -1.591 0.020 0.021 0.020 0.12
H -3.360 6.904 0.485 -0.005 0.008 -0.016 0.12
H -3.657 5.158 2.219 0.005 0.032 0.002 0.12
H -2.765 2.921 1.872 -0.033 -0.017 0.048 0.09
H -0.466 1.583 -4.572 -0.039 0.001 0.028 0.13
H 1.121 -0.004 -5.636 -0.026 0.017 -0.015 0.13
H 2.390 -1.586 -4.153 0.033 0.006 0.027 0.12
H 2.138 -1.382 -1.728 -0.059 0.052 0.044 0.10
N -2.172 -1.680 1.879 -0.088 0.045 -0.005 0.07
C -2.070 -2.383 0.601 0.127 0.006 0.290 -0.28
C -2.589 -3.835 0.611 0.296 0.022 0.018 -0.13
C -2.055 -4.762 1.714 0.081 0.120 -0.281 -0.16
C -0.558 -5.087 1.627 -0.457 0.065 0.117 -0.15
N -0.159 -5.572 0.315 0.137 0.245 -0.110 0.10
C -0.182 -6.818 -0.113 0.016 -0.032 -0.012 -0.42
N -0.581 -7.823 0.671 0.026 0.015 0.041 0.22
N 0.194 -7.084 -1.369 -0.006 -0.023 -0.013 0.21
C -0.645 -2.196 0.049 0.040 -0.334 -0.198 -0.53
O -0.114 -3.030 -0.682 -0.116 0.000 -0.010 0.04
O -0.049 -1.114 0.400 -0.715 -0.097 0.417 -0.26
H -1.679 -2.181 2.611 -0.091 -0.002 -0.002 0.07
H -3.144 -1.616 2.157 -0.032 0.004 0.066 0.09
H -2.706 -1.840 -0.107 0.062 0.058 -0.023 0.14
H -2.403 -4.277 -0.370 -0.065 0.001 -0.023 0.12
H -3.672 -3.780 0.735 -0.005 -0.013 -0.064 0.12
H -2.622 -5.695 1.663 -0.052 0.022 0.075 0.11
H -2.256 -4.318 2.692 0.009 -0.132 0.062 0.11
H -0.284 -5.807 2.399 0.114 0.053 -0.005 0.12
H 0.026 -4.183 1.805 0.130 -0.093 0.036 0.11
H 0.001 -4.805 -0.348 -0.020 -0.142 -0.002 0.11
H -0.865 -7.662 1.620 -0.033 0.006 -0.020 0.12
H -0.556 -8.775 0.350 0.032 0.002 0.006 0.13
H 0.609 -6.365 -1.935 -0.014 0.007 0.011 0.13
H 0.268 -8.031 -1.699 -0.028 -0.005 -0.014 0.13

| no. | maximum force (eV/A) |
| --- | --- |
| 1 | 2.1 |
| 2 | 1.2 |
| 3 | 1.2 |